Entry one
Entry from the Open Molecules 2025 dataset: one molecule with the formula C5H10O3 (ωB97M-V/def2-TZVPD).

Output
HOMO-LUMO gap = 10.0898 eV
net charge = 0
SMILES string = CO[C@H]1COCCO1
molar mass = 118.132 g/mol

```
18
Properties=species:S:1:pos:R:3:mulliken_charge:R:1
C -2.68387 -0.11204 -0.33471 -0.6821
C -0.48494 0.49404 0.49582 0.0155
C 0.19707 -0.73568 1.12907 -0.6233
C 1.59233 -0.60286 -0.89233 -0.2651
C 1.72773 0.81671 -0.13020 -0.4573
H -3.01160 -1.08799 0.20329 0.2380
H -3.08144 -0.13649 -1.42419 0.2154
H -3.07091 0.66083 0.34950 0.3375
H -1.07333 0.96883 1.29442 0.4573
H -0.56668 -1.34957 1.47388 0.4916
H 0.85312 -0.29576 1.90149 0.2973
H 2.61742 -1.04197 -0.87690 0.3053
H 0.95174 -0.49699 -1.83185 0.2505
H 2.27910 0.61398 0.90172 0.2297
H 2.36071 1.48611 -0.78136 0.3622
O -1.24299 0.14746 -0.55301 -0.3170
O 0.76837 -1.38276 0.04734 -0.4264
O 0.43112 1.42505 0.15369 -0.4293
```

=====

Entry two
Entry from the Open Molecules 2025 dataset: a 3-piece molecular cluster, C5H10O3 overall (ωB97M-V/def2-TZVPD).

Output
HOMO-LUMO gap = 7.5856 eV
net charge = 0
molar mass = 118.132 g/mol

```
18
Properties=species:S:1:pos:R:3:mulliken_charge:R:1
C 0.63424 -0.93634 -0.03983 0.5825
C 0.95122 0.34387 0.22217 -0.5325
C -1.24430 0.19898 -0.17795 0.1655
C 0.83413 -0.63446 1.38839 -0.3505
C -1.35100 1.49041 -0.94065 -1.4419
O 0.63670 -1.86420 -0.98354 -0.4490
O 2.87467 -0.14814 0.02725 -0.8184
O -1.89602 0.29215 1.03924 -0.5506
H 0.61308 -2.73857 -0.57236 0.3466
H 3.09282 -0.11939 -0.91340 0.2113
H -2.27034 -0.56190 1.28209 0.3578
H 1.09852 1.36858 -0.05590 0.4805
H -1.57212 -0.65868 -0.77036 0.4265
H -0.01301 -0.54535 2.06285 0.1778
H 1.77301 -0.94397 1.83138 0.2860
H -2.39018 1.66296 -1.23798 0.3545
H -1.03950 2.33469 -0.32400 0.3850
H -0.73192 1.45934 -1.83740 0.3688
```

=====

Entry three
Entry from the Open Molecules 2025 dataset: one molecule with the formula C5H10O3 (ωB97M-V/def2-TZVPD).

Output
HOMO-LUMO gap (spin up / spin down) = 8.0609 / 7.4398 eV
net charge = 0
molar mass = 118.132 g/mol

```
18
Properties=species:S:1:pos:R:3:mulliken_charge:R:1
C 1.63379 -1.16308 -0.16116 -1.5600
C 1.05944 0.24210 -0.23001 0.9937
O 1.57212 0.97477 0.80184 -0.5214
O 1.23430 0.90792 -1.40423 -0.5622
H 1.42126 1.90983 0.59630 0.3968
H 1.22954 -1.77597 -0.95981 0.4112
H 1.45452 -1.62131 0.80933 0.3282
H 2.70811 -1.04323 -0.31148 0.3882
C -1.31504 1.44083 0.07766 -1.6723
C -1.23047 -1.09308 0.41919 -1.4952
C -0.67673 0.11732 -0.32661 1.4705
O -0.49278 -0.03773 -1.63996 -0.4515
H -0.83926 2.26102 -0.45891 0.4307
H -1.23175 1.60101 1.15476 0.3278
H -2.37517 1.43507 -0.18612 0.4156
H -0.86138 -2.02771 0.00497 0.3449
H -2.32006 -1.09201 0.33635 0.4308
H -0.97045 -1.03575 1.47788 0.3241
```

=====

Which is the most stable structure? entry one is the most stable.

=====

Entry one
Entry from the Open Molecules 2025 dataset: H37O18 as an isolated structure (ωB97M-V/def2-TZVPD).

Output
HOMO-LUMO gap = 9.8228 eV
net charge = +1
molar mass = 325.278 g/mol

```
55
Properties=species:S:1:pos:R:3:mulliken_charge:R:1
O -4.73815 -1.63686 -2.58390 -0.6428
H 3.34354 3.61712 0.47032 0.3287
H 5.54094 -1.82967 2.60722 0.2936
O 5.45649 -0.88030 2.53381 -0.6399
H -5.66465 -1.60269 -2.31930 0.2881
O 0.70284 2.72378 -1.43498 -0.5772
H 1.43478 2.09338 -1.37831 0.2896
H 0.44706 3.22082 -0.65501 0.2903
O -1.29406 -1.71516 -1.61844 -0.6198
H -1.04379 -0.97589 -2.17530 0.2492
H -1.39154 -2.57196 -2.03199 0.2918
O -2.85760 -0.11932 1.91774 -0.7159
H -2.11452 -0.66802 2.23069 0.4550
H -2.71608 0.39890 1.11254 0.3074
O -1.33367 1.30815 0.06956 -0.6763
H -0.37010 1.26048 0.06069 0.1522
H -1.71015 1.14024 -0.82295 0.4396
O -2.72058 -0.09451 -3.05399 -0.7579
H -0.61894 1.73285 3.06460 0.5317
H -2.16053 2.74522 -2.40082 0.3202
O -0.54255 -0.38001 3.88153 -0.6815
H -0.13350 0.43342 4.16631 0.3817
H -1.40070 -0.47964 4.30847 0.3424
O 2.82826 -3.63116 -1.75100 -0.6073
H 2.98234 -3.74161 -0.80827 0.3031
H -4.73808 -2.01252 -3.47216 0.3141
O -2.74740 2.22602 -1.82940 -0.6524
H -3.35896 -0.20824 -3.77898 0.2498
H -3.11882 1.68094 -2.54828 0.3473
O 3.10796 -1.85279 3.23513 -0.6089
H 3.82853 -1.89894 2.58299 0.3732
H 2.77802 -0.95313 3.25021 0.2514
O 0.79289 -0.59285 -4.02638 -0.6294
H 1.71225 -0.86667 -4.17412 0.2933
H 0.82700 -0.02531 -4.84713 0.3344
O 3.22650 3.75579 1.41367 -0.6152
H 3.71284 -3.60906 -2.15408 0.3125
H 2.80903 4.59090 1.62737 0.3052
O -2.02285 -2.55677 2.18537 -0.5720
H -1.79860 -3.22593 2.84533 0.2886
H -2.05330 -3.15271 1.41678 0.2678
O 0.47621 1.94736 3.75027 -0.6521
H 1.13086 2.37081 3.14425 0.3413
H 0.29522 2.42498 4.57689 0.3804
O -1.34361 -2.34240 -5.27514 -0.6171
H -0.77231 -1.73522 -4.77251 0.3361
H -1.81279 -1.80396 -5.93000 0.2997
O -1.69044 2.11046 2.51754 -0.7100
H -1.57732 2.13133 1.52822 0.5106
H -2.40540 1.15470 2.41267 0.6444
O 4.59175 1.47730 0.29914 -0.6057
H 5.26870 2.05723 0.65048 0.3087
H 4.76059 0.53697 0.19564 0.2899
H -3.24277 -0.66734 -2.43920 0.5299
H 5.27432 -0.42383 3.35779 0.3384
```

=====

Entry two
Entry from the Open Molecules 2025 dataset: a 18-piece molecular cluster, H37O18 overall (ωB97M-V/def2-TZVPD).

Output
HOMO-LUMO gap = 9.5239 eV
net charge = +1
molar mass = 325.278 g/mol

```
55
Properties=species:S:1:pos:R:3:mulliken_charge:R:1
O 0.57031 -1.11748 0.88151 -0.5358
H -0.52706 3.53145 5.08144 0.3228
H -2.91873 2.80689 -4.32471 0.2957
O -2.61153 3.65331 -4.52800 -0.5777
H 1.39055 -1.54469 0.77015 0.1916
O -2.05218 -3.53258 1.00770 -0.7176
H -2.77585 -3.62042 0.18464 0.3845
H -2.32896 -4.24997 1.67477 0.3615
O 3.76777 0.48210 -1.71224 -0.5733
H 4.07288 -0.38669 -1.86967 0.2747
H 4.19939 0.99498 -1.01514 0.3007
O 0.41432 -1.95483 3.55560 -0.6532
H 1.15962 -2.05227 3.01122 0.4137
H 0.13015 -2.88017 3.59928 0.3569
O -1.77870 -1.47854 2.53542 -0.5949
H -2.01992 -2.30711 1.91617 0.5849
H -0.76069 -1.65638 2.70412 0.5550
O 2.15084 3.73508 -1.62450 -0.6051
H 2.85494 3.75547 -0.98815 0.2829
H 1.98761 4.68196 -1.72945 0.2797
O -2.44853 5.19352 -0.18746 -0.5580
H -3.20267 4.86403 -0.57462 0.2796
H -2.08371 6.04148 -0.45696 0.2783
O 2.47599 -2.15819 1.97298 -0.7298
H 2.89159 -2.41995 2.84381 0.3362
H 0.67198 -0.22002 1.05337 0.2498
O 0.46196 1.91021 -2.57202 -0.6255
H 0.71585 1.78103 -3.57801 0.2876
H 1.09494 2.56767 -2.24531 0.3974
O 2.24175 0.90324 2.44351 -0.6715
H 2.06584 -0.06447 2.70438 0.3778
H 1.38564 1.35340 2.40790 0.2809
O -3.24158 -0.36611 -4.61289 -0.5101
H -3.68657 -1.08915 -4.81837 0.2499
H -2.99236 0.13270 -5.26727 0.2568
O 0.01066 2.71161 4.82327 -0.6309
H 3.05312 -2.89535 1.50505 0.2503
H 0.85130 3.06182 4.56833 0.3154
O 3.33563 -3.60728 -2.44150 -0.6198
H 4.24843 -3.98729 -2.28126 0.3353
H 2.70479 -4.36434 -2.41763 0.2913
O -1.46289 0.32338 0.75333 -0.7242
H -1.69745 -0.74248 1.66415 0.3933
H -1.01511 -0.50897 0.22825 0.5301
O 1.63212 -4.98262 0.77024 -0.5397
H 1.31760 -5.74268 1.16468 0.2683
H 1.53647 -4.90505 -0.19435 0.2898
O -2.04873 2.90088 1.02628 -0.6130
H -2.51078 2.53344 1.87522 0.3077
H -1.92288 3.86060 1.14135 0.3251
O -2.38391 -1.30494 -1.73258 -0.5739
H -2.67302 -0.90753 -2.50719 0.2616
H -1.45748 -1.44681 -1.81152 0.3134
H -0.98193 1.11792 0.53277 0.2974
H -1.81085 3.59623 -4.91006 0.2761
```

=====

Entry three
Entry from the Open Molecules 2025 dataset: a 18-piece molecular cluster, H37O18 overall (ωB97M-V/def2-TZVPD).

Output
HOMO-LUMO gap = 9.4579 eV
net charge = +1
molar mass = 325.278 g/mol

```
55
Properties=species:S:1:pos:R:3:mulliken_charge:R:1
O 0.29360 0.14368 3.96725 -0.6194
H -6.04031 0.88562 1.51295 0.3203
H 0.78952 0.79899 3.13511 0.5603
O 1.12619 1.44917 1.97844 -0.4387
H -0.52075 0.76653 3.81369 0.5854
O 2.25926 4.30121 2.61350 -0.5486
H 3.18865 4.14887 2.57532 0.2879
H 2.18821 5.24456 2.53795 0.2822
O 3.60520 0.86421 0.81228 -0.5874
H 4.03509 1.58565 0.33005 0.2645
H 4.47881 0.51500 1.19064 0.2836
O -1.28163 0.65568 2.19894 -0.6616
H -1.98798 0.09610 1.88248 0.3142
H -0.64513 0.37506 1.47876 0.4575
O 1.59268 -5.89275 -0.35267 -0.6253
H 2.47728 -6.06739 -0.69010 0.3022
H 1.17462 -6.39165 -1.08523 0.3399
O -1.36611 0.81984 -5.78684 -0.6025
H -1.00784 0.17044 -6.34561 0.3282
H -1.34775 0.93802 -4.86330 0.2832
O 1.73122 5.32020 -2.18693 -0.6436
H 1.33353 5.92012 -1.57170 0.2750
H 2.25714 4.76595 -1.51672 0.4599
O 1.08833 -1.23423 1.53057 -0.6726
H 0.87611 -1.66210 0.64574 0.4136
H -0.07054 -0.64825 3.39941 0.4760
O 1.85914 -1.37652 -0.78334 -0.6777
H 2.25945 -0.60200 -0.35172 0.3840
H 2.51787 -2.08979 -0.79686 0.3288
O -3.52204 -3.06206 -0.34085 -0.5738
H -4.16891 -2.98765 0.36941 0.3190
H -3.98630 -3.49508 -1.07030 0.2809
O 2.58332 4.10045 -0.03858 -0.6369
H 2.35641 3.19931 0.06656 0.1923
H 3.44832 4.03255 -0.39361 0.3001
O -5.90639 0.19521 0.82579 -0.6213
H 1.55843 -0.39989 1.38258 -0.0355
H -5.42774 0.59777 0.12172 0.3015
O -0.83204 -5.21523 -1.78018 -0.6249
H -1.63844 -5.67853 -1.52107 0.3107
H -0.43449 -4.87149 -0.98974 0.3024
O 0.22217 2.22984 -0.84013 -0.4745
H -0.04752 1.36945 -1.15282 0.2501
H -0.52675 2.86517 -0.83427 0.2471
O -1.79548 0.73588 -0.56724 -0.5584
H -2.52435 0.30054 -0.94691 0.1879
H -2.07427 1.47517 -0.05761 0.3200
O -1.62803 -2.00116 2.30362 -0.5262
H -1.37165 -2.64398 1.66404 0.2343
H -2.27779 -2.26448 3.03180 0.2956
O -0.89724 -2.22549 -4.25482 -0.5954
H -1.10632 -1.41526 -3.68197 0.2699
H 0.05104 -2.11849 -4.14436 0.3144
H 1.95022 1.05047 1.62867 0.4467
H 1.13199 2.42676 1.94822 0.2045
```

=====

Which is the most stable structure? entry one is the most stable.

=====

Entry one
Entry from the Open Molecules 2025 dataset: C5H14O3Si2 as an isolated structure (ωB97M-V/def2-TZVPD).

Output
HOMO-LUMO gap = 10.8409 eV
net charge = 0
molar mass = 178.336 g/mol

```
24
Properties=species:S:1:pos:R:3:mulliken_charge:R:1
C -1.98435 2.21391 -0.63386 -1.0579
C -0.45597 2.39919 -0.75518 -0.4332
C 0.12336 1.78165 -1.99506 0.4579
O 0.30144 2.41904 -2.93194 -0.4973
O 0.49898 0.48090 -2.00330 -0.3511
C -0.40990 -0.42631 -1.40254 0.0007
C 0.36317 -1.72498 -1.05133 -0.6851
Si 0.37839 -2.03273 0.79986 0.3919
O 1.61423 -1.10623 1.47198 -0.1109
Si 1.85208 -1.41381 3.09591 0.3632
H -2.43953 1.87894 -1.55234 0.3026
H -2.19550 1.51423 0.15642 0.3620
H -2.42912 3.15225 -0.34050 0.3215
H 0.02436 1.95237 0.10641 0.3017
H -0.21583 3.44549 -0.74039 0.3686
H -0.84270 -0.04158 -0.48702 -0.0120
H -1.21469 -0.69520 -2.07300 0.2168
H -0.01515 -2.56905 -1.60873 0.4468
H 1.39232 -1.55429 -1.33350 0.2999
H -0.90396 -1.66897 1.43411 -0.1245
H 0.73837 -3.44943 1.03644 -0.1834
H 3.19157 -1.98163 3.35020 -0.1211
H 0.87338 -2.41048 3.58692 -0.1351
H 1.75506 -0.16327 3.87043 -0.1219
```

=====

Entry two
Entry from the Open Molecules 2025 dataset: one molecule with the formula C5H14O3Si2 (ωB97M-V/def2-TZVPD).

Output
HOMO-LUMO gap = 10.2224 eV
net charge = 0
SMILES string = C=C[Si@](C)(O)O[Si](C)(C)O
molar mass = 178.336 g/mol

```
24
Properties=species:S:1:pos:R:3:mulliken_charge:R:1
C 1.33217 3.46970 -0.85869 -0.6039
C 1.42472 2.15235 -0.87307 -0.4717
C -1.45849 1.49338 0.62696 -1.2456
C -0.80223 -1.93463 -1.80320 -1.0174
C -0.94670 -2.36941 1.51239 -1.0257
O 1.12913 1.60135 1.85343 -0.5743
O 1.19572 -2.96769 -0.07838 -0.5851
O 0.78622 -0.44050 0.09489 -0.1467
Si 0.39232 1.26875 0.42204 0.5706
Si 0.03802 -1.82584 -0.05237 0.4796
H 1.92322 4.01875 -1.57418 0.2563
H 0.54780 3.88810 -0.34910 0.2683
H 1.98996 1.51570 -1.44364 0.4643
H -1.94694 0.61885 0.96834 0.3441
H -1.69507 2.14995 1.35395 0.4669
H -1.99203 1.88352 -0.24525 0.3637
H -1.24715 -2.97455 -1.98271 0.3192
H -1.60912 -1.30040 -1.98901 0.3916
H 0.06432 -1.68117 -2.56867 0.1941
H -2.03866 -2.04108 1.32067 0.2418
H -0.87451 -3.43933 1.58025 0.4076
H -0.40573 -2.03378 2.39505 0.2846
H 2.07377 1.90240 1.76015 0.3227
H 2.11925 -2.95443 -0.06985 0.2950
```

=====

Which is the most stable structure? entry two is the most stable.

=====

Entry one
Entry from the Open Molecules 2025 dataset: one molecule with the formula C5H6O3 (ωB97M-V/def2-TZVPD).

Output
HOMO-LUMO gap = 9.5049 eV
net charge = 0
SMILES string = O=C[C@H]1OC=CCO1
molar mass = 114.100 g/mol

```
14
Properties=species:S:1:pos:R:3:mulliken_charge:R:1
C -2.03444 -0.42398 -0.12649 -0.1566
C -0.61181 -0.06332 0.39236 0.4238
C 1.49052 1.24182 -0.06330 -0.2678
C 2.30043 -0.01560 -0.00174 -0.3828
C 1.54471 -1.03799 -0.03370 -0.2474
H -2.14135 -1.32445 -0.85121 0.3057
H -0.62767 0.11537 1.59708 0.1880
H 1.85371 1.89512 0.91839 0.2441
H 1.73584 1.59190 -1.09926 0.2480
H 3.28551 -0.05993 0.28547 0.4393
H 2.25816 -1.79120 -0.23178 0.3903
O -2.99332 0.38714 0.01095 -0.4564
O -0.02380 1.01363 -0.20878 -0.3514
O 0.20453 -1.22982 -0.00485 -0.3767
```

=====

Entry two
Entry from the Open Molecules 2025 dataset: one molecule with the formula C5H6O3 (ωB97M-V/def2-TZVPD).

Output
HOMO-LUMO gap = 8.7855 eV
net charge = 0
SMILES string = OCc1occc1O
molar mass = 114.100 g/mol

```
14
Properties=species:S:1:pos:R:3:mulliken_charge:R:1
C 0.53340 1.57215 -0.37175 -0.3080
C 0.46076 0.12467 -0.06070 0.1244
C 1.01378 -1.72355 1.05515 -0.2612
C -0.31330 -1.76477 0.65428 -0.7126
C -0.78852 -0.52295 0.03692 0.7240
H -0.41720 1.07401 -1.90221 0.4027
H 0.47158 2.35813 0.54888 0.1781
H 1.45438 2.05669 -0.88647 0.2429
H 1.80239 -2.46184 1.53561 0.3090
H -1.14549 -2.37307 0.91840 0.4071
H -2.02260 0.65990 -0.81922 0.4492
O -0.55489 1.77583 -1.08337 -0.6227
O 1.50455 -0.55457 0.69196 -0.3353
O -1.99883 -0.22063 -0.31748 -0.5975
```

=====

Which is the most stable structure? entry two is the most stable.